# C4H4O

The molecule C4H4O in a non-equilibrium geometry (the ωB97M-V functional and the def2-TZVPD basis, the OMol25 dataset).

CARTESIAN COORDINATES (ANGSTROEM)
C (0.051, -1.091, -0.128)
C (0.863, 0.009, -0.651)
C (0.243, 1.141, -0.254)
O (-0.885, 0.872, 0.474)
C (-0.981, -0.458, 0.480)
H (0.234, -1.656, 0.782)
H (1.753, -0.027, -1.274)
H (0.446, 2.192, -0.371)
H (-1.792, -0.926, 1.017)

* HOMO energy: -0.3329 Ha
* SMILES: c1ccoc1
* gap between HOMO and LUMO: 10.121 eV
* strongest force on any atom: 2.647 eV/A
* relative energy (zero: lowest compared OMol25 entry of this formula, charge and spin): 38.4 kcal per mole